--- w ---
Here is a structure of composition C2H8NO2P from the Open Molecules 2025 dataset. Energies are from wB97M-V/def2-TZVPD.

The spin multiplicity is 1. As for the gap between HOMO and LUMO: 0.3167 hartree. As for the HOMO energy: -7.9617 eV. The LUMO energy is 0.66 eV.

Each line ends with the Mulliken charge.
Atoms and positions in Å:
C -0.077 1.106 -1.607  -0.997
C -0.524 0.671 1.440  -1.034
N 0.726 -1.457 -0.295  -0.496
O -1.602 -1.064 -0.498  -0.568
O 1.953 -1.270 0.512  -0.464
P -0.345 -0.239 -0.260  0.782
H -1.024 1.547 -1.834  0.347
H 0.571 1.794 -1.004  0.288
H 0.457 0.625 -2.381  0.361
H 0.328 1.339 1.633  0.336
H -1.433 1.212 1.555  0.380
H -0.435 -0.131 2.138  0.275
H -1.074 -2.055 0.138  0.475
H 2.480 -2.078 0.463  0.313

=====

--- x ---
Here is the molecule C2H8NO2P from the Open Molecules 2025 dataset. Energies are from wB97M-V/def2-TZVPD.

The spin multiplicity is 1. As for the gap between HOMO and LUMO: 0.3545 hartree. As for the HOMO energy: -9.0707 eV. The LUMO energy is 0.58 eV.

Each line ends with the Mulliken charge.
Atoms and positions in Å:
C -1.118 -1.487 -0.027  -0.956
C 0.320 1.035 0.790  -0.635
N 1.408 0.830 -0.182  -0.450
O -2.585 0.697 0.751  -0.689
O -1.389 0.884 -1.475  -0.542
P -1.349 0.315 0.008  0.944
H -1.485 -1.845 0.910  0.298
H -1.618 -1.659 -0.948  0.344
H -0.108 -1.914 -0.428  0.293
H 0.067 2.036 1.044  0.313
H 0.574 0.417 1.625  0.358
H 2.113 0.394 0.256  0.190
H 1.775 1.639 -0.711  0.188
H -0.599 1.155 -1.959  0.344

=====

Most stable pick: x. Distance to second place: 0.1454 hartree.

=====

--- w ---
Here is the molecule C3H4INO from the Open Molecules 2025 dataset. Energies are from wB97M-V/def2-TZVPD.

The spin multiplicity is 1. As for the gap between HOMO and LUMO: 0.2597 hartree. As for the HOMO energy: -7.5194 eV. The LUMO energy is -0.45 eV.

Each line ends with the Mulliken charge.
Atoms and positions in Å:
C 0.022 1.025 0.817  0.020
C 0.750 -1.295 1.097  -0.212
C -0.616 0.394 -1.481  -0.161
N -0.526 1.160 -0.446  -0.435
O 0.566 -0.053 1.344  -0.234
I -1.690 0.937 -3.212  0.012
H -0.081 1.858 1.384  0.458
H 0.496 -1.576 0.080  0.098
H 1.226 -1.784 1.913  0.285
H -0.146 -0.666 -1.496  0.169

=====

--- x ---
Here is the molecule C3H4INO from the Open Molecules 2025 dataset. Energies are from wB97M-V/def2-TZVPD.

The spin multiplicity is 1. As for the gap between HOMO and LUMO: 0.3268 hartree. As for the HOMO energy: -8.4464 eV. The LUMO energy is 0.45 eV.

Each line ends with the Mulliken charge.
Atoms and positions in Å:
C 0.230 -1.249 -0.929  0.266
C 0.526 0.454 0.695  -0.413
C -1.457 -0.649 0.361  -0.417
N -0.949 -1.492 -0.646  -0.434
O 1.047 -0.359 -0.372  -0.320
I -1.838 -1.657 2.156  0.062
H 0.768 -1.727 -1.796  0.323
H 0.259 1.502 0.423  0.257
H 0.912 0.419 1.742  0.277
H -2.169 0.159 0.094  0.400

=====

Most stable pick: x. Distance to second place: 0.0453 hartree.

=====

--- w ---
Here is a cluster of 2 separate species, C3H4INO in total from the Open Molecules 2025 dataset. Energies are from wB97M-V/def2-TZVPD.

The spin multiplicity is 1. As for the gap between HOMO and LUMO: 0.3773 hartree. As for the HOMO energy: -9.4442 eV. The LUMO energy is 0.82 eV.

Each line ends with the Mulliken charge.
Atoms and positions in Å:
C 0.672 1.280 -0.158  -0.044
C 1.395 -0.657 0.382  -0.252
C 0.041 -0.623 0.354  -0.075
N -0.388 0.596 -0.071  -0.336
O 1.815 0.583 0.085  -0.304
I -3.656 -0.307 -0.830  -0.122
H 0.777 2.357 -0.507  0.319
H 2.030 -1.559 0.612  0.321
H -2.013 -0.273 -0.613  0.153
H -0.673 -1.397 0.747  0.340

=====

--- x ---
Here is a structure of composition C3H4INO from the Open Molecules 2025 dataset. Energies are from wB97M-V/def2-TZVPD.

The spin multiplicity is 1. As for the gap between HOMO and LUMO: 0.3302 hartree. As for the HOMO energy: -9.7872 eV. The LUMO energy is -0.80 eV.

Each line ends with the Mulliken charge.
Atoms and positions in Å:
C 0.373 -3.883 -0.165  0.679
C 0.712 -0.132 0.495  -0.418
C 0.509 -0.469 -0.810  -0.404
N 0.537 -4.258 -1.296  -0.545
O 0.270 -3.640 0.953  -0.349
I -0.594 -3.642 -2.799  0.235
H 1.138 -0.672 1.404  0.213
H 0.486 0.837 0.795  0.245
H 0.733 -1.382 -1.317  0.152
H 0.008 0.187 -1.531  0.193

=====

Most stable pick: w. Distance to second place: 0.0313 hartree.

=====

--- w ---
Here is the molecule C3H5FN2 from the Open Molecules 2025 dataset. Energies are from wB97M-V/def2-TZVPD.

The spin multiplicity is 1. As for the gap between HOMO and LUMO: 0.3525 hartree. As for the HOMO energy: -8.8746 eV. The LUMO energy is 0.72 eV.

Each line ends with the Mulliken charge.
Atoms and positions in Å:
C 0.331 0.833 -0.625  -0.371
C -0.382 0.310 0.520  0.543
C -1.209 -0.574 0.811  -0.704
H 1.184 -2.136 -1.537  0.288
H 0.480 -1.410 -0.074  0.270
H 0.707 1.828 -0.659  0.399
H -1.362 -0.918 1.964  0.241
H -1.500 -1.107 -0.156  0.417
N 0.480 -1.302 -1.076  -0.416
N 0.758 -0.016 -1.462  -0.362
F -0.069 1.062 1.554  -0.306

=====

--- x ---
Here is the molecule C3H5FN2 from the Open Molecules 2025 dataset. Energies are from wB97M-V/def2-TZVPD.

The spin multiplicity is 1. As for the gap between HOMO and LUMO: 0.3442 hartree. As for the HOMO energy: -8.4706 eV. The LUMO energy is 0.90 eV.

Each line ends with the Mulliken charge.
Atoms and positions in Å:
C 0.108 0.188 0.026  -0.139
C -0.885 -0.651 -0.533  0.592
C -1.903 -1.128 0.121  -0.838
H 2.063 1.251 1.163  0.213
H 2.879 1.530 -0.312  0.228
H 0.024 0.445 1.076  0.252
H -2.136 -0.702 1.058  0.266
H -2.645 -1.764 -0.350  0.292
N 2.029 1.284 0.140  -0.384
N 1.207 0.470 -0.559  -0.232
F -0.741 -0.923 -1.830  -0.250

=====

--- y ---
Here is the molecule C3H5FN2 from the Open Molecules 2025 dataset. Energies are from wB97M-V/def2-TZVPD.

The spin multiplicity is 1. As for the gap between HOMO and LUMO: 0.3756 hartree. As for the HOMO energy: -9.6174 eV. The LUMO energy is 0.60 eV.

Each line ends with the Mulliken charge.
Atoms and positions in Å:
C -0.388 -0.606 -0.025  0.233
C 1.029 -0.339 -0.025  0.498
C 1.491 0.933 -0.104  -0.735
H -2.263 0.161 -0.384  0.288
H -1.292 1.028 1.093  0.268
H -1.820 -1.652 -0.015  0.208
H 0.775 1.785 -0.216  0.303
H 2.530 1.133 -0.413  0.288
N -1.239 0.642 0.067  -0.574
N -0.728 -1.794 -0.134  -0.527
F 1.906 -1.289 0.156  -0.250

=====

Most stable pick: x. Distance to second place: 0.0178 hartree.

=====

--- w ---
Here is a structure of composition C3H5FN2 from the Open Molecules 2025 dataset. Energies are from wB97M-V/def2-TZVPD.

The spin multiplicity is 1. As for the gap between HOMO and LUMO: 0.3595 hartree. As for the HOMO energy: -9.2262 eV. The LUMO energy is 0.56 eV.

Each line ends with the Mulliken charge.
Atoms and positions in Å:
C -0.534 -0.672 0.119  0.358
C 0.969 -0.504 -0.023  0.279
C 1.455 0.616 -0.500  -0.500
H -1.909 1.020 0.035  0.224
H -0.662 1.052 1.757  0.308
H -2.361 -1.314 -0.512  0.255
H 1.002 1.534 -0.936  0.294
H 2.647 0.726 -0.539  0.215
N -0.876 0.730 0.532  -0.585
N -1.308 -1.592 -0.432  -0.598
F 1.578 -1.596 0.498  -0.251

=====

--- x ---
Here is the molecule C3H5FN2 from the Open Molecules 2025 dataset. Energies are from wB97M-V/def2-TZVPD.

The spin multiplicity is 1. As for the gap between HOMO and LUMO: 0.3764 hartree. As for the HOMO energy: -9.2165 eV. The LUMO energy is 1.03 eV.

Each line ends with the Mulliken charge.
Atoms and positions in Å:
C -0.790 0.778 -0.140  -0.354
C 0.182 1.326 0.516  -0.202
C -0.789 -0.707 -0.267  -0.231
N 0.436 -1.016 0.487  -0.281
N 1.366 -0.032 0.625  -0.203
F 2.028 0.035 -0.595  -0.224
H -1.765 1.337 -0.454  0.298
H 0.756 2.223 0.799  0.377
H -1.644 -1.298 0.112  0.305
H -0.810 -0.842 -1.319  0.239
H 1.029 -1.804 0.236  0.276

=====

Most stable pick: w. Distance to second place: 0.0346 hartree.

=====

--- w ---
Here is the molecule C3H6N2OS from the Open Molecules 2025 dataset. Energies are from wB97M-V/def2-TZVPD.

The spin multiplicity is 1. As for the gap between HOMO and LUMO: 0.3447 hartree. As for the HOMO energy: -9.2153 eV. The LUMO energy is 0.16 eV.

Each line ends with the Mulliken charge.
Atoms and positions in Å:
C -2.153 0.647 0.097  -0.779
C -0.547 -1.277 -0.025  0.514
C 2.961 0.228 0.061  -0.233
H -2.119 1.347 1.042  0.228
H -2.964 -0.105 -0.009  0.357
H -2.596 1.349 -0.768  0.223
H -0.147 0.693 0.040  0.307
H 3.623 -0.689 0.467  0.222
H 3.275 1.341 -0.172  0.247
N -0.960 0.022 -0.280  -0.221
N 1.681 0.115 -0.330  -0.351
O -1.227 -2.201 -0.088  -0.477
S 1.172 -1.470 -0.036  -0.036

=====

--- x ---
Here is the molecule C3H6N2OS from the Open Molecules 2025 dataset. Energies are from wB97M-V/def2-TZVPD.

The spin multiplicity is 1. As for the gap between HOMO and LUMO (alpha / beta): 0.2810 / 0.2809 hartree. As for the HOMO energy (alpha / beta): -7.1006 / -7.0999 eV. The LUMO energy (alpha / beta) is 0.54 / 0.54 eV.

Each line ends with the Mulliken charge.
Atoms and positions in Å:
C -0.607 -0.829 0.226  -0.552
C -1.725 0.202 -0.197  -0.447
C 0.567 1.182 0.133  -0.232
N 1.994 -0.468 -0.292  -0.043
N 0.619 -0.113 0.212  0.191
O 2.652 0.615 -0.193  -0.646
S -1.030 1.845 0.066  -0.142
H -0.766 -1.337 1.101  0.321
H -0.673 -1.588 -0.598  0.241
H -2.142 0.021 -1.238  0.294
H -2.743 0.133 0.342  0.343
H 1.543 1.662 0.239  0.476
H 2.310 -1.325 0.199  0.196

=====

--- y ---
Here is the molecule C3H6N2OS from the Open Molecules 2025 dataset. Energies are from wB97M-V/def2-TZVPD.

The spin multiplicity is 1. As for the gap between HOMO and LUMO: 0.3872 hartree. As for the HOMO energy: -9.9263 eV. The LUMO energy is 0.61 eV.

Each line ends with the Mulliken charge.
Atoms and positions in Å:
C -0.611 0.121 0.539  0.720
C 0.759 -0.224 0.657  -0.820
C 1.464 -0.182 -0.755  0.509
H -2.343 -0.952 -0.049  0.201
H -0.677 -1.695 -0.365  0.229
H -2.074 1.359 0.435  0.217
H 0.863 -1.345 0.846  0.322
H 1.402 0.380 1.370  0.262
H 0.359 1.988 -0.796  0.189
N -1.363 -1.007 0.119  -0.491
N -1.136 1.206 0.780  -0.649
O 2.202 -1.089 -1.134  -0.497
S 1.155 1.439 -1.646  -0.193

=====

--- z ---
Here is the molecule C3H6N2OS from the Open Molecules 2025 dataset. Energies are from wB97M-V/def2-TZVPD.

The spin multiplicity is 1. As for the gap between HOMO and LUMO: 0.3302 hartree. As for the HOMO energy: -8.6764 eV. The LUMO energy is 0.31 eV.

Each line ends with the Mulliken charge.
Atoms and positions in Å:
C -1.705 1.277 1.470  -0.603
C -0.320 0.151 -0.182  0.458
C 1.663 -1.863 -1.424  -0.169
H -1.610 0.440 2.185  0.342
H -2.760 1.582 0.878  0.266
H -1.452 2.174 1.956  0.296
H 1.421 1.107 -0.456  0.278
H 2.732 -2.453 -1.604  0.220
H 0.652 -2.090 -1.376  0.181
N 1.178 0.135 -0.300  0.076
N 2.067 -0.698 -0.977  -0.574
O -0.560 1.389 0.220  -0.402
S -1.306 -1.151 -0.388  -0.367

=====

Most stable pick: y. Distance to second place: 0.0606 hartree.